41
Properties=species:S:1:pos:R:3:forces:R:3 method="wB97M-V/def2-TZVPD" e_tot_ha=-3187.49441 relative_energy_kcal_mol=123.9 homo_energy_ev=0.663 lumo_ev=3.374 orbital_gap_ev=2.71 spin_multiplicity=1 charge=-2
Cu 1.488 0.156 -0.017 0.0 -0.4 0.6
Cl 0.664 -3.871 -0.080 -0.1 0.2 -0.2
O -4.754 -0.373 0.969 -1.1 1.6 -2.0
O 0.598 -0.404 -5.922 -2.1 1.1 -0.3
O 2.927 -2.233 6.142 -1.3 2.7 0.1
O 2.179 -0.659 -4.384 -1.1 -0.7 -2.3
O 2.796 0.170 3.825 -0.6 -0.5 2.9
O 3.641 5.947 1.095 -1.0 -1.6 -1.2
O 2.411 4.228 0.255 1.6 2.4 0.7
O -2.605 0.383 0.962 -2.7 -0.6 1.1
N 2.667 5.181 1.019 -0.2 -1.5 0.0
C 1.674 5.382 2.063 -1.2 1.3 1.2
C 0.307 -0.802 -7.250 0.3 0.8 -0.9
C 1.606 -1.403 -7.763 1.0 -0.6 -0.5
C 2.490 0.210 5.253 0.4 0.6 -2.7
C -4.643 -2.145 2.403 0.2 1.0 1.3
C 2.087 -1.072 6.135 1.6 -2.9 -0.7
C 1.696 -0.947 -5.479 2.7 0.6 3.5
C -3.434 -1.209 2.643 0.3 -0.4 -0.1
C -3.530 -0.225 1.494 2.8 -0.8 -0.6
C -5.649 -1.239 1.650 1.6 -1.1 0.7
C 2.265 -1.866 -6.506 0.2 -1.1 1.6
H 3.206 0.806 5.818 1.3 -0.3 0.1
H 1.923 -2.846 -6.174 0.0 -0.3 -0.1
H -4.287 -2.970 1.786 -0.4 0.0 0.0
H 1.074 -1.388 5.885 -0.6 0.1 -0.7
H 1.679 0.934 5.336 -1.3 -0.2 0.2
H 1.513 -2.172 -8.530 -0.2 0.0 0.1
H 0.132 0.099 -7.839 -0.5 0.1 0.2
H 1.706 6.453 2.268 -0.1 0.0 0.1
H 1.909 4.889 3.006 0.5 -0.4 -0.4
H -2.507 -1.773 2.545 0.1 0.2 -0.1
H -5.023 -2.504 3.360 -0.1 -0.3 -0.2
H -0.595 -1.414 -7.273 0.2 -0.3 0.0
H 3.342 -1.844 -6.343 0.0 0.0 -0.7
H -6.322 -0.628 2.253 0.0 -0.2 0.2
H -6.211 -1.892 0.982 -0.1 0.6 -0.5
H 1.960 -0.686 7.146 0.3 0.7 0.6
H -3.351 -0.708 3.608 -0.4 0.0 0.0
H 2.314 -0.661 -8.133 -0.6 0.5 -0.5
H 0.658 5.096 1.791 0.4 -0.2 -0.4

40
Properties=species:S:1:pos:R:3:forces:R:3 method="wB97M-V/def2-TZVPD" e_tot_ha=-1166.62588 homo_energy_ev=-9.134 lumo_ev=0.361 orbital_gap_ev=9.49 spin_multiplicity=1
F 1.100 -6.494 0.217 0.2 -0.8 0.2
O 0.321 -3.123 1.406 0.0 0.9 -0.8
O 0.375 3.931 -0.427 -0.5 -0.3 -0.2
O 0.209 -0.392 1.265 0.1 -0.5 -1.6
O 0.322 -0.250 -0.987 0.1 -1.0 0.5
O 1.405 -4.828 -2.193 0.1 0.0 0.0
O -0.412 2.906 3.585 0.1 -0.1 0.0
O 2.744 -2.408 -0.038 -0.4 0.0 -0.1
N -1.312 3.818 -1.903 -0.8 -0.1 -0.9
N -0.931 2.330 1.505 -0.4 -0.7 -2.0
C 0.325 -2.485 0.101 0.3 -0.8 -0.5
C 0.707 -5.197 0.094 0.0 1.9 0.0
C 0.282 -0.943 0.178 0.0 0.2 2.5
C -0.723 4.731 -2.882 0.2 -0.1 0.4
C -0.898 3.209 2.507 0.0 1.1 1.5
C -1.501 4.589 2.326 0.2 -0.3 -0.1
C -1.505 2.534 0.167 0.2 0.2 1.0
C 1.572 -2.913 -0.696 0.3 -0.1 0.6
C 1.674 -4.449 -0.837 -0.5 -0.8 -0.4
C 0.672 -4.521 1.467 0.1 0.0 -0.3
C -0.724 3.492 -0.746 1.3 0.3 0.9
H -0.910 5.148 1.603 -0.1 0.1 -0.2
H -1.577 1.569 -0.335 -0.1 -0.1 0.1
H 1.526 -2.480 -1.703 0.2 -0.1 0.3
H -0.301 -5.173 -0.333 0.1 -0.1 -0.1
H 1.655 -4.619 1.940 0.0 0.0 0.0
H -0.504 1.434 1.713 0.0 0.1 -0.1
H 2.700 -4.747 -0.591 -0.1 0.2 0.2
H -2.520 2.916 0.272 -0.2 0.0 -0.1
H 0.479 0.670 -0.724 0.0 0.1 -0.1
H 0.312 4.442 -3.078 -0.1 0.1 0.0
H -0.569 -2.797 -0.446 -0.1 0.0 -0.2
H -0.726 5.748 -2.485 0.1 0.0 -0.1
H -0.052 -5.040 2.103 0.0 0.3 0.0
H -2.533 4.505 1.994 -0.1 0.2 -0.2
H -1.473 5.106 3.284 0.0 -0.2 -0.1
H 2.702 -2.581 0.921 -0.2 0.1 -0.5
H 1.598 -5.774 -2.324 -0.1 0.6 0.3
H -2.221 3.430 -2.105 0.1 0.1 0.0
H -1.288 4.706 -3.816 0.0 -0.1 0.2

31
Properties=species:S:1:pos:R:3:forces:R:3 method="wB97M-V/def2-TZVPD" e_tot_ha=-485.30995 relative_energy_kcal_mol=0.0 homo_energy_ev=-8.247 lumo_ev=0.896 orbital_gap_ev=9.14 spin_multiplicity=1
N -1.704 -1.618 -0.141 -0.8 0.6 0.0
C 0.147 1.430 1.149 0.2 0.0 -0.6
C -0.857 0.322 -1.358 -0.2 -0.5 0.8
C 0.727 -1.231 -0.077 -0.8 -0.2 0.8
C 1.540 0.764 -1.357 1.4 -0.5 0.2
C -0.679 -0.565 -0.069 -0.8 -1.0 -0.6
C 1.539 0.810 1.094 0.2 -1.3 0.6
C 1.737 -0.129 -0.106 0.0 1.0 -0.4
C 0.194 1.410 -1.392 -0.7 -0.4 0.7
C -1.735 -2.687 0.851 0.5 0.5 -0.6
C -0.914 0.312 1.179 0.7 0.0 -0.2
C 0.011 2.267 -0.143 -1.5 -0.2 -0.1
H 0.098 1.963 -2.323 -0.1 0.4 0.0
H 0.735 3.031 -0.184 1.0 1.1 0.3
H -2.514 -3.381 0.555 -0.1 -0.2 0.1
H 0.852 -1.926 -0.919 -0.3 0.3 -0.1
H 1.668 0.164 -2.253 0.2 -0.1 -0.3
H 2.308 1.554 -1.339 0.0 -0.3 -0.2
H -0.818 -0.295 2.089 0.1 0.1 -0.1
H -1.867 0.749 -1.401 0.1 -0.1 0.2
H 2.270 1.601 1.025 0.4 0.3 0.3
H 1.695 0.210 2.006 0.2 0.4 0.0
H -1.713 -1.985 -1.080 0.0 -0.2 0.0
H -1.930 0.706 1.177 0.0 0.0 -0.2
H -1.986 -2.292 1.837 0.1 -0.1 0.0
H 2.715 -0.603 -0.116 0.4 0.4 0.1
H -0.746 -0.294 -2.239 0.0 -0.5 -0.4
H 0.847 -1.896 0.821 0.0 0.8 -0.5
H 0.129 2.064 2.046 -0.3 0.0 -0.3
H -0.972 2.760 -0.204 0.1 -0.1 0.2
H -0.775 -3.215 0.874 -0.1 -0.3 0.4

34
Properties=species:S:1:pos:R:3:forces:R:3 method="wB97M-V/def2-TZVPD" e_tot_ha=-690.00918 relative_energy_kcal_mol=209.0 homo_energy_ev=-12.515 lumo_ev=-4.217 orbital_gap_ev=8.30 spin_multiplicity=1 charge=+1
O -0.178 -1.149 -0.591 -1.0 0.4 0.9
O -4.017 -1.186 0.992 0.5 1.2 0.4
N 0.847 0.795 -0.497 0.4 1.0 -0.2
N -2.798 -2.712 -0.189 2.3 3.1 -4.4
C -1.102 2.406 0.164 3.4 -0.3 -1.7
C 2.804 -1.435 0.718 0.8 -1.2 -0.2
C -3.024 -1.250 0.040 1.6 2.5 -0.7
C -1.025 -0.133 -0.172 -3.4 -3.2 -0.2
C 4.186 -2.077 0.457 -0.7 -1.3 1.1
C -0.474 1.088 -0.206 -1.2 -0.7 0.9
C -0.965 3.323 -1.111 -1.8 -1.0 4.4
C 2.314 -1.167 -0.700 -3.9 -2.1 -2.2
C 0.979 -0.470 -0.698 1.0 0.4 0.7
C -4.327 -0.699 -0.333 0.0 -2.7 -0.2
C -0.491 2.987 1.451 1.6 0.6 -4.3
H -1.884 -2.875 0.122 1.8 -0.9 0.9
H -5.096 -1.246 -0.851 0.1 -1.1 -0.1
H 4.581 -2.593 1.293 -0.3 -1.0 1.4
H 2.943 -0.436 1.188 -0.4 -0.9 0.3
H -2.106 2.277 0.240 -3.0 -0.8 0.8
H 2.117 -2.239 1.324 1.5 2.4 -1.5
H -1.738 3.044 -1.722 -1.9 -0.2 -1.8
H 5.025 -1.470 0.372 1.0 2.1 -1.1
H -0.097 3.058 -1.507 4.0 -0.1 -2.0
H 0.556 3.342 1.147 -1.6 -0.1 1.2
H -1.071 4.261 -0.668 0.1 2.0 -0.3
H -0.532 2.282 2.175 0.5 -2.3 2.4
H 4.228 -2.832 -0.317 -0.4 0.1 -0.4
H 2.823 -0.513 -1.407 1.2 -0.4 0.6
H -2.797 -2.923 -1.214 -0.4 -0.1 1.0
H -1.223 3.672 1.703 -0.7 2.4 0.8
H 2.034 -2.190 -1.268 1.2 2.0 1.2
H -4.583 0.271 -0.521 0.4 3.0 0.3
H -3.486 -3.083 0.338 -2.9 -2.5 2.1

46
Properties=species:S:1:pos:R:3:forces:R:3 method="wB97M-V/def2-TZVPD" e_tot_ha=-1898.83277 relative_energy_kcal_mol=19.4 homo_energy_ev="-7.026 / -9.879" lumo_ev="0.197 / -2.622" orbital_gap_ev="7.22 / 7.26" spin_multiplicity=5
Pt 0.564 0.726 -1.300 0.2 0.0 0.1
S 2.298 -0.507 -3.020 -0.2 0.0 0.4
O -1.488 4.130 -4.370 0.0 0.0 0.0
O 3.650 -0.663 -3.451 0.1 0.0 0.0
O -2.875 1.524 0.625 0.0 0.0 0.0
O 1.250 -1.103 -3.803 0.1 0.1 0.0
O -0.488 2.059 -4.086 -0.1 0.0 0.0
O 2.346 1.584 -0.163 0.0 0.1 0.0
O 1.988 1.023 -2.792 0.0 -0.2 -0.2
O 2.129 -0.908 -1.528 0.0 0.0 -0.4
O -1.328 1.193 -0.939 -0.2 -0.1 0.0
N 0.097 3.413 -0.126 0.0 0.0 0.1
N 0.336 -0.607 0.490 -0.1 0.1 0.0
N -0.172 -0.200 1.665 0.0 -0.1 0.0
N 0.108 -2.287 1.766 0.0 0.0 0.0
N -0.311 -1.204 2.440 0.0 0.0 0.0
C -1.812 1.798 0.138 0.1 0.1 -0.1
C -0.990 3.093 -4.221 0.0 0.0 0.0
C 2.506 3.006 -0.340 0.0 -0.1 0.0
C 1.407 3.688 0.441 0.0 0.1 0.0
C 0.508 -1.906 0.557 0.0 0.0 0.0
C -1.412 -4.585 0.481 0.0 0.0 0.0
C -0.950 2.911 0.741 0.0 -0.1 0.0
C 0.007 -3.625 2.345 0.0 0.0 0.0
C -2.518 -3.572 2.506 0.0 0.0 0.0
C -0.298 4.169 -1.208 0.0 0.0 0.0
C -1.302 -4.329 1.981 0.0 0.0 0.0
H 0.868 -4.192 1.991 0.0 0.0 0.0
H 0.439 4.747 -1.741 0.0 0.0 0.0
H 3.487 3.290 0.046 0.0 0.0 0.0
H -0.507 2.467 1.633 0.0 0.1 0.0
H -1.245 -5.295 2.491 0.0 0.0 0.0
H 1.601 4.766 0.454 0.0 0.0 0.0
H -3.425 -4.146 2.321 0.0 0.0 0.0
H -2.632 -2.607 2.009 0.0 0.0 0.0
H 3.027 1.120 -0.679 0.0 -0.1 0.0
H -2.288 -5.195 0.265 0.0 0.0 0.0
H 1.429 3.338 1.473 0.0 0.0 0.0
H -0.536 -5.108 0.091 0.0 0.0 0.0
H 2.444 3.245 -1.404 0.0 0.0 0.0
H -2.444 -3.387 3.579 0.0 0.0 0.0
H -1.321 4.098 -1.537 0.0 0.0 0.0
H -1.636 3.703 1.054 0.0 0.0 0.0
H 0.926 -2.522 -0.220 0.0 0.0 0.0
H -1.532 -3.652 -0.075 0.0 0.0 0.0
H 0.095 -3.491 3.421 0.0 0.0 0.0

33
Properties=species:S:1:pos:R:3:forces:R:3 method="wB97M-V/def2-TZVPD" e_tot_ha=-635.72199 relative_energy_kcal_mol=53.1 homo_energy_ev=-9.122 lumo_ev=0.400 orbital_gap_ev=9.52 spin_multiplicity=1
O 2.860 -1.896 -0.987 -0.9 -0.3 0.1
O 0.801 -2.097 -0.105 -0.6 -1.3 -0.2
N 1.702 2.300 -0.467 -1.1 2.0 -0.5
C 0.860 0.543 0.720 2.2 -2.1 0.2
C -3.757 1.046 -1.087 0.2 1.1 0.8
C 1.870 -1.402 -0.499 1.4 1.6 0.6
C 0.197 -0.069 1.927 -0.7 -1.2 -0.9
C 1.801 0.052 -0.174 -1.8 -0.1 1.4
C -2.311 -1.016 -0.705 0.7 0.6 0.3
C 0.930 1.987 0.769 1.4 0.8 -1.4
C 2.636 1.223 -0.676 -0.2 -0.3 -0.9
C -1.353 -0.147 1.725 -0.6 0.6 -0.3
C -2.136 -1.164 0.838 -0.6 0.4 -0.1
C -2.360 0.466 -1.283 0.0 -1.5 0.4
H 0.706 -1.011 2.274 -0.8 0.6 -0.6
H -3.224 -1.555 -0.978 -0.2 0.4 0.1
H -3.962 1.236 -0.011 0.2 0.1 -0.5
H -0.039 2.448 0.813 -0.4 0.5 -0.1
H -1.759 -0.304 2.710 -0.2 -0.1 0.5
H -1.918 -2.190 1.094 0.6 -0.5 -0.1
H -1.578 -1.657 -1.184 0.6 0.4 -0.4
H 0.342 0.615 2.762 0.0 0.2 0.0
H -3.932 1.996 -1.631 0.2 -0.5 0.3
H 1.067 2.241 -1.283 0.2 0.3 0.9
H -4.516 0.353 -1.375 -0.5 -0.6 -0.5
H 3.534 1.455 -0.092 0.0 -0.6 0.2
H 2.952 1.224 -1.750 -0.3 -0.3 0.9
H -1.757 0.866 1.427 0.7 -0.8 0.3
H 0.012 -1.599 0.192 0.9 0.1 -0.4
H 1.495 2.263 1.670 0.0 0.3 -0.1
H -2.129 0.354 -2.342 0.0 0.3 -0.1
H -1.587 1.113 -0.827 -0.3 -0.4 -0.2
H -3.157 -1.114 1.198 -0.3 0.4 0.4

33
Properties=species:S:1:pos:R:3:forces:R:3 method="wB97M-V/def2-TZVPD" e_tot_ha=-1097.38830 homo_energy_ev="-16.093 / -16.075" lumo_ev="-8.421 / -8.312" orbital_gap_ev="7.67 / 7.76" spin_multiplicity=3 charge=+2
Pr 0.205 -0.211 0.353 1.3 -0.9 0.6
O -0.669 -1.246 2.356 -0.7 1.2 1.0
O 0.959 0.834 2.435 -0.9 0.0 0.3
C -1.249 -0.092 3.127 0.6 -1.1 -0.5
C -0.234 1.055 3.291 1.5 -0.2 0.0
C -1.215 2.028 -0.293 -2.6 -0.4 -0.3
C 2.183 0.367 3.074 0.0 0.3 0.5
C 0.274 -0.770 -2.241 0.5 -0.2 0.4
C 2.337 -0.731 -1.177 -0.7 -0.4 -0.5
C 1.740 -2.003 -0.908 -0.8 0.7 -0.8
C -2.134 0.993 -0.292 0.3 2.4 -0.8
C 0.446 -2.022 -1.550 0.7 0.4 0.0
C -0.028 -2.330 3.098 -0.6 -0.3 -0.2
C 1.440 0.027 -2.002 -0.3 -0.9 0.0
H 1.642 1.005 -2.436 0.0 -0.2 0.2
H -0.595 -0.482 -2.844 0.5 -0.2 0.2
H -0.531 -3.254 2.766 0.3 0.4 0.3
H -0.244 -2.872 -1.562 0.3 0.4 0.0
H -0.659 2.298 -1.201 0.2 -0.5 0.3
H -1.216 2.799 0.495 0.0 -0.5 -0.2
H -2.259 0.342 -1.176 0.3 0.2 0.4
H 1.952 -0.107 4.046 0.1 0.2 -0.5
H -0.147 -2.204 4.184 0.1 0.0 -0.4
H 2.213 -2.829 -0.388 -0.1 0.1 0.0
H 2.659 -0.364 2.401 -0.1 0.3 0.2
H -2.951 0.936 0.438 0.6 -0.1 0.1
H -0.633 2.018 2.975 -0.1 0.0 0.2
H 2.831 1.244 3.234 -0.2 -0.5 -0.1
H -2.104 0.226 2.538 -0.2 -0.1 0.1
H 0.088 1.114 4.339 0.0 0.2 -0.4
H -1.572 -0.433 4.116 -0.1 -0.1 -0.4
H 1.020 -2.349 2.800 0.1 -0.1 0.3
H 3.352 -0.452 -0.931 -0.1 0.1 0.1

33
Properties=species:S:1:pos:R:3:forces:R:3 method="wB97M-V/def2-TZVPD" e_tot_ha=-1665.51821 relative_energy_kcal_mol=22.7 homo_energy_ev="-16.731 / -16.731" lumo_ev="-8.158 / -8.076" orbital_gap_ev="8.57 / 8.65" spin_multiplicity=3 charge=+2
Tm -0.623 -0.449 -0.967 -3.7 2.0 2.9
O 2.251 0.002 1.183 -0.9 0.2 0.2
O -1.135 -0.618 1.202 0.4 0.0 0.2
C 1.161 -1.694 -1.610 1.3 0.0 -1.3
C 0.149 -1.928 -2.609 1.0 0.4 -0.9
C -3.062 1.872 -1.240 0.4 -0.5 0.4
C 3.355 -0.121 2.083 0.6 0.3 0.1
C 1.570 -0.308 -1.709 0.3 -0.9 -1.4
C -2.405 -0.590 1.908 0.1 0.1 0.5
C 0.763 0.322 -2.717 0.8 -0.8 -0.6
C 0.086 -0.775 2.021 -0.2 0.2 0.2
C -0.076 -0.685 -3.308 0.7 -0.4 0.1
C 1.043 0.422 1.800 0.4 -0.1 -0.1
C -1.971 2.627 -1.038 0.3 -0.8 0.1
H -3.749 1.657 -0.416 0.2 0.0 -0.3
H -2.284 -0.054 2.864 -0.1 -0.1 -0.5
H 3.740 0.880 2.343 -0.1 -0.4 -0.1
H 2.459 0.108 -1.249 -0.5 0.1 0.4
H -1.332 2.928 -1.864 0.0 0.0 0.1
H -2.729 -1.610 2.105 -0.1 0.0 0.0
H -0.697 -0.548 -4.194 -0.1 0.0 0.4
H -0.204 -0.819 3.077 -0.1 -0.2 -0.3
H -3.294 1.448 -2.214 -0.3 0.4 -0.1
H 0.575 1.214 1.151 0.1 -0.5 0.4
H 0.827 1.373 -3.015 0.0 -0.5 0.0
H -0.258 -2.901 -2.884 -0.1 0.3 0.2
H 0.536 -1.730 1.722 0.1 0.3 0.2
H -1.690 2.935 -0.033 -0.2 0.4 -0.2
H 4.127 -0.689 1.552 -0.2 0.2 0.2
H -3.097 -0.063 1.254 -0.1 -0.1 0.2
H 3.084 -0.647 3.004 0.0 0.0 -0.1
H 1.659 -2.448 -0.990 -0.4 0.3 -0.2
H 1.218 0.885 2.789 0.1 0.0 -0.5